(1)
A structure of composition C47H49N3O4PPdS2Te at a distorted geometry, computed with ωB97M-V with the def2-TZVPD basis set.

Structure (XYZ):
```
108
Properties=species:S:1:pos:R:3:forces:R:3:lowdin_spin:R:1
Pd 0.591 -1.978 -0.018 -0.82 -1.18 0.85 0.099
O 0.601 -4.210 -0.723 0.08 0.43 0.03 0.024
S 1.305 -3.927 -2.002 0.20 0.16 -0.13 0.001
O 1.830 -5.081 -2.668 -0.01 -0.03 0.04 0.004
O 2.226 -2.814 -1.785 0.14 -0.03 -0.26 0.002
C 0.015 -3.273 -3.066 -0.01 -0.09 -0.01 0.000
C 0.239 -3.362 -4.431 0.00 -0.03 -0.01 0.000
C -0.679 -2.836 -5.328 -0.01 0.01 0.01 0.000
C -1.832 -2.230 -4.856 0.00 -0.01 0.00 0.000
C -2.065 -2.148 -3.491 0.01 0.00 -0.01 0.000
C -1.146 -2.663 -2.578 -0.09 0.06 -0.01 0.000
P -1.440 -2.488 -0.779 0.16 0.39 -0.27 0.002
C -2.778 -1.275 -0.617 -0.04 -0.09 0.11 0.000
C -2.577 0.038 -1.045 -0.04 0.04 0.02 0.001
C -3.587 0.975 -0.890 0.10 -0.09 -0.01 0.000
C -4.791 0.620 -0.296 -0.01 0.09 -0.01 0.001
C -4.986 -0.675 0.148 0.00 -0.03 0.04 0.000
C -3.983 -1.620 -0.009 0.01 0.00 0.03 0.001
C -2.184 -4.065 -0.276 0.04 -0.04 0.01 0.002
C -1.689 -4.823 0.778 -0.02 0.05 0.02 0.000
C -2.304 -6.017 1.119 -0.02 -0.01 0.01 0.000
C -3.407 -6.464 0.406 0.01 -0.01 0.01 0.000
C -3.889 -5.722 -0.663 0.00 0.01 -0.01 0.000
C -3.277 -4.527 -1.007 0.02 -0.07 0.00 0.000
H 1.137 -3.856 -4.780 0.00 0.00 0.01 0.000
H -0.493 -2.905 -6.392 0.00 0.00 0.00 0.000
H -2.559 -1.822 -5.548 0.01 0.00 0.00 0.000
H -2.966 -1.668 -3.133 0.00 0.00 0.00 0.000
H -1.635 0.330 -1.491 0.07 0.02 -0.01 0.000
H -3.424 1.986 -1.228 0.04 0.13 -0.05 0.000
H -5.572 1.360 -0.171 0.01 0.00 -0.01 0.000
H -5.915 -0.955 0.628 0.00 0.00 0.00 0.000
H -4.142 -2.626 0.352 -0.01 0.04 0.04 0.000
H -0.801 -4.503 1.305 0.00 0.04 0.03 0.000
H -1.909 -6.607 1.936 0.00 0.00 0.00 0.000
H -3.881 -7.400 0.672 0.00 0.00 0.00 0.000
H -4.737 -6.076 -1.235 0.00 0.00 0.00 0.000
H -3.651 -3.956 -1.848 0.00 0.00 0.00 0.000
C 0.929 -1.844 4.890 -0.04 0.04 0.03 0.000
N 1.990 -1.274 4.093 -0.02 -0.04 0.03 0.000
C 2.499 0.068 4.370 -0.03 0.08 0.02 0.000
C 3.651 0.189 3.369 -0.02 0.02 0.01 0.002
N 3.260 -0.805 2.375 0.09 -0.17 0.11 0.005
C 2.396 -1.714 2.901 0.04 0.15 0.04 0.000
S 1.952 -3.130 2.107 0.03 0.14 -0.20 0.008
H 0.019 -1.245 4.805 0.05 -0.01 0.03 0.000
H 1.241 -1.878 5.935 0.01 -0.01 0.00 0.000
H 0.730 -2.852 4.536 0.00 0.01 0.00 0.000
H 2.824 0.149 5.406 0.02 -0.01 0.01 0.000
H 1.710 0.801 4.171 0.03 -0.06 0.01 0.000
H 4.613 -0.063 3.824 0.00 -0.02 -0.01 0.000
H 3.713 1.186 2.934 0.02 -0.01 0.00 0.001
H 3.890 -1.136 1.663 -0.01 0.04 -0.03 0.000
C 5.202 6.791 0.542 0.00 0.00 0.00 0.000
C 4.448 5.492 0.458 0.00 0.01 0.01 -0.003
C 4.485 4.710 -0.687 0.00 0.00 0.00 0.008
C 3.794 3.505 -0.784 0.02 0.01 0.04 0.024
C 3.921 2.720 -2.062 -0.01 -0.01 -0.01 0.010
C 3.023 3.079 0.309 0.07 -0.03 0.09 0.130
Te 2.010 1.130 0.184 -0.19 0.08 -0.44 0.340
N 0.177 -0.215 0.715 0.36 0.13 0.28 0.201
C -0.314 0.110 1.913 0.02 -0.03 -0.14 0.013
O 0.088 1.094 2.570 -0.06 0.06 0.00 0.044
C -1.504 -0.605 2.508 -0.08 -0.01 -0.14 0.013
C -2.562 0.202 2.925 -0.01 0.00 -0.03 0.000
C -3.674 -0.357 3.531 -0.02 0.00 -0.02 0.001
C -3.734 -1.728 3.751 -0.01 -0.01 -0.03 -0.001
C -2.677 -2.532 3.355 0.01 -0.01 -0.03 0.001
C -1.568 -1.972 2.729 0.01 -0.03 -0.05 0.001
C 0.786 1.816 -1.409 0.05 -0.11 -0.03 0.007
C -0.090 2.886 -1.187 -0.02 0.00 -0.01 0.004
C -0.229 3.577 0.142 -0.01 0.03 -0.02 0.004
C -0.874 3.331 -2.247 -0.11 0.01 0.06 0.000
C -0.845 2.726 -3.495 0.00 -0.02 0.00 0.001
C -1.736 3.198 -4.611 -0.01 0.00 -0.01 0.000
C 0.018 1.657 -3.680 0.00 0.02 0.00 -0.001
C 0.847 1.191 -2.662 -0.02 -0.03 0.00 0.003
C 1.734 0.018 -2.987 -0.06 0.01 -0.02 0.008
C 2.984 3.842 1.480 -0.04 0.03 0.01 0.004
C 2.182 3.466 2.701 0.01 -0.02 -0.01 0.009
C 3.698 5.037 1.531 0.01 0.01 0.00 0.002
H 5.783 6.970 -0.362 0.00 0.00 0.00 0.000
H 5.887 6.793 1.391 0.00 0.00 0.00 0.000
H 4.517 7.631 0.674 0.00 0.00 0.00 0.000
H 5.079 5.038 -1.534 0.00 0.00 0.00 0.002
H 4.726 3.125 -2.675 0.00 0.00 0.00 0.000
H 3.000 2.756 -2.645 -0.01 0.00 0.00 0.000
H 4.144 1.669 -1.870 0.00 -0.03 0.01 0.005
H -2.493 1.272 2.775 -0.01 0.00 0.00 0.000
H -4.495 0.279 3.838 0.00 0.00 0.00 0.000
H -4.599 -2.166 4.234 0.00 0.00 0.00 0.000
H -2.711 -3.600 3.530 0.01 -0.01 0.00 0.000
H -0.723 -2.589 2.456 0.01 -0.06 -0.06 0.000
H -0.194 2.873 0.974 0.01 -0.03 0.03 0.002
H -1.180 4.110 0.187 0.01 0.00 0.00 0.000
H 0.572 4.306 0.287 -0.01 -0.02 0.00 0.000
H -1.544 4.169 -2.079 0.00 -0.01 -0.01 0.000
H -2.272 4.104 -4.333 0.00 0.00 0.00 0.000
H -2.475 2.434 -4.866 0.01 0.01 0.01 0.000
H -1.159 3.407 -5.513 0.00 0.00 0.00 0.000
H 0.059 1.164 -4.646 0.00 0.00 0.00 0.000
H 2.128 0.112 -4.000 0.00 0.01 0.00 0.001
H 1.169 -0.915 -2.943 0.02 0.07 0.01 0.000
H 2.570 -0.098 -2.303 0.02 0.00 0.01 0.007
H 1.672 2.509 2.608 0.03 0.08 0.00 0.009
H 1.409 4.216 2.889 0.00 0.01 0.00 0.000
H 2.823 3.444 3.585 0.01 0.01 0.00 0.000
H 3.659 5.628 2.442 0.00 0.00 0.00 0.000
```
Positions in Å, forces in eV/Å.

Calculated values
- molecular weight (g mol⁻¹) = 1049.05
- multiplicity = 2
- net charge = 0
- HOMO-LUMO gap (alpha / beta) (eV) = 6.40 / 6.64



(2)
A structure of composition C47H50AsMgN2O2PSi, computed with ωB97M-V with the def2-TZVPD basis set.

Structure (XYZ):
```
105
Properties=species:S:1:pos:R:3:forces:R:3:lowdin_charge:R:1
Mg 0.042 1.779 -1.845 0.06 0.01 -0.15 0.505
C 2.558 3.619 1.130 0.00 0.06 0.00 -0.087
C 1.445 4.361 0.751 -0.02 -0.10 0.06 -0.095
C 0.252 4.212 1.442 -0.03 0.04 -0.02 -0.096
C 0.165 3.325 2.508 -0.07 0.03 -0.02 -0.084
C 1.281 2.604 2.901 0.08 -0.05 0.06 -0.105
C 2.481 2.756 2.214 0.00 -0.01 -0.03 -0.102
H 3.482 3.717 0.575 0.00 0.00 0.02 0.104
H 1.500 5.030 -0.096 0.02 -0.02 -0.03 0.102
H -0.617 4.784 1.143 -0.01 0.00 -0.01 0.089
H -0.777 3.197 3.029 0.00 0.01 0.00 0.104
H 1.222 1.924 3.743 0.00 0.01 -0.03 0.076
H 3.352 2.188 2.521 -0.01 0.01 0.00 0.096
O 1.503 0.042 -5.250 0.02 0.01 0.02 0.043
C 1.870 1.060 -4.697 0.02 0.00 0.02 -0.485
C 2.845 2.077 -5.304 0.01 -0.03 0.03 -0.076
C 2.925 3.191 -4.259 0.00 -0.06 -0.03 -0.072
C 2.012 2.675 -3.171 -0.03 0.02 0.03 -0.516
O 1.686 3.266 -2.127 0.03 -0.02 0.07 -0.048
N 1.484 1.472 -3.443 -0.05 0.07 -0.06 0.074
H 2.464 2.405 -6.270 -0.01 0.00 0.00 0.119
H 3.798 1.579 -5.482 0.00 0.01 -0.01 0.119
H 2.552 4.154 -4.607 0.01 0.00 0.00 0.124
H 3.924 3.357 -3.855 0.00 -0.01 0.00 0.123
C -2.200 4.938 -1.792 -0.07 0.00 0.01 -0.247
Si -2.173 3.080 -1.383 0.04 0.00 0.09 0.525
C -3.072 2.928 0.288 0.00 0.01 -0.02 -0.233
C -3.369 2.264 -2.626 0.02 -0.01 -0.04 -0.330
C -4.239 1.242 -2.238 -0.02 0.01 0.03 -0.119
C -4.954 0.494 -3.166 -0.01 -0.01 0.00 -0.103
C -4.825 0.759 -4.523 0.00 0.00 0.00 -0.119
C -3.986 1.788 -4.935 0.00 0.00 -0.01 -0.111
C -3.271 2.521 -3.998 -0.01 -0.01 0.01 -0.125
H -3.204 5.355 -1.669 0.01 0.02 -0.01 0.026
H -1.876 5.134 -2.817 0.00 -0.01 0.01 0.009
H -1.521 5.487 -1.135 0.00 -0.01 0.00 0.004
H -4.114 3.250 0.199 0.01 -0.01 0.01 0.032
H -2.593 3.561 1.038 0.01 0.01 0.02 -0.001
H -3.061 1.907 0.678 0.00 0.01 -0.01 -0.006
H -4.356 1.016 -1.183 0.00 0.00 -0.02 0.078
H -5.620 -0.293 -2.830 0.00 0.00 0.00 0.096
H -5.386 0.184 -5.250 0.00 0.00 0.00 0.096
H -3.891 2.019 -5.990 0.00 0.00 0.00 0.098
H -2.606 3.305 -4.349 0.00 0.00 0.00 0.094
C -2.325 -2.576 -4.606 -0.02 0.02 -0.03 -0.069
C -1.636 -1.289 -5.066 0.02 -0.05 0.07 -0.184
C -1.308 -0.445 -3.927 -0.09 0.06 -0.01 -0.146
N -1.058 0.193 -3.010 0.04 -0.06 0.04 0.176
H -2.553 -3.200 -5.469 0.01 0.00 0.01 0.078
H -3.258 -2.344 -4.092 0.00 -0.01 0.01 0.074
H -1.682 -3.138 -3.928 0.01 -0.01 0.01 0.063
H -2.283 -0.709 -5.725 0.03 0.00 -0.02 0.115
H -0.696 -1.487 -5.584 0.00 0.01 -0.02 0.114
C 1.856 -0.581 0.993 -0.05 -0.01 0.01 -0.402
C 1.873 -1.926 1.707 0.02 0.03 -0.01 -0.454
As 3.312 -2.003 3.052 -0.02 0.00 -0.01 1.302
C 2.749 -3.653 3.939 0.01 0.00 0.03 -0.418
C 3.056 -3.825 5.288 -0.02 0.00 -0.01 -0.124
C 2.712 -4.994 5.948 0.00 -0.01 0.00 -0.087
C 2.063 -6.014 5.265 0.01 -0.01 0.01 -0.094
C 1.763 -5.857 3.921 0.00 0.01 -0.02 -0.089
C 2.106 -4.682 3.261 -0.01 0.00 -0.02 -0.114
C 2.533 -0.771 4.359 0.02 0.03 -0.01 -0.424
C 3.328 0.252 4.868 0.00 -0.02 0.01 -0.141
C 2.833 1.122 5.834 -0.01 0.01 -0.01 -0.093
C 1.532 0.981 6.288 0.00 0.00 0.01 -0.093
C 0.726 -0.033 5.781 0.00 -0.01 0.01 -0.086
C 1.227 -0.907 4.827 -0.01 0.00 0.00 -0.123
P 0.496 -0.357 -0.230 -0.04 -0.01 -0.02 1.045
C -1.032 -0.529 0.750 0.01 0.02 0.05 -0.363
C -1.064 -0.220 2.108 0.01 0.02 -0.01 -0.093
C -2.257 -0.271 2.817 0.00 0.00 -0.01 -0.072
C -3.433 -0.628 2.175 0.00 0.00 0.01 -0.082
C -3.413 -0.921 0.818 -0.03 -0.02 0.00 -0.089
C -2.225 -0.865 0.107 0.01 0.01 0.01 -0.111
C 0.574 -1.910 -1.190 0.03 -0.01 0.05 -0.372
C 1.298 -1.897 -2.379 0.00 0.01 -0.04 -0.101
C 1.442 -3.055 -3.131 0.00 0.00 0.01 -0.072
C 0.860 -4.239 -2.699 0.00 0.01 -0.01 -0.091
C 0.129 -4.260 -1.518 -0.01 0.00 -0.01 -0.083
C -0.014 -3.102 -0.766 0.01 0.00 -0.01 -0.098
H 2.785 -0.417 0.440 -0.01 -0.01 -0.01 0.085
H 1.782 0.251 1.697 0.00 0.01 0.00 0.036
H 2.059 -2.726 0.990 0.01 -0.01 -0.01 0.053
H 0.916 -2.133 2.190 0.01 -0.01 0.01 0.060
H 3.554 -3.031 5.835 0.00 0.00 0.00 0.100
H 2.951 -5.110 6.998 0.00 0.00 0.00 0.102
H 1.794 -6.928 5.779 0.00 0.00 0.00 0.101
H 1.258 -6.648 3.381 0.00 0.00 0.00 0.101
H 1.860 -4.581 2.211 0.00 0.00 0.01 0.087
H 4.347 0.363 4.516 0.00 0.00 0.00 0.091
H 3.463 1.912 6.223 0.00 0.00 0.00 0.107
H 1.142 1.658 7.037 0.00 0.00 0.00 0.105
H -0.289 -0.149 6.139 0.01 0.00 0.00 0.103
H 0.600 -1.712 4.458 0.00 0.00 0.01 0.105
H -0.159 0.071 2.627 0.00 0.00 0.00 0.074
H -2.263 -0.027 3.872 0.01 0.00 -0.01 0.102
H -4.364 -0.667 2.725 0.01 0.00 0.00 0.105
H -4.330 -1.185 0.306 0.01 0.00 0.00 0.107
H -2.226 -1.073 -0.955 0.01 -0.01 -0.03 0.095
H 1.722 -0.970 -2.745 0.00 0.01 0.01 0.078
H 1.997 -3.018 -4.060 0.00 -0.01 0.00 0.109
H 0.968 -5.143 -3.285 0.00 0.01 0.00 0.104
H -0.335 -5.179 -1.182 0.01 0.00 0.00 0.104
H -0.589 -3.126 0.151 -0.01 0.00 0.01 0.107
```
Positions in Å, forces in eV/Å.

Calculated values
- molecular weight (g mol⁻¹) = 833.22
- multiplicity = 1
- net charge = 0
- HOMO-LUMO gap (eV) = 7.27



Computed relative energy (zero: lowest compared OMol25 entry of this formula, charge and spin) (kJ/mol) in order:
0.0, 0.0